w) DFT (ωB97M-V/def2-TZVPD) results for an isolated ion of composition C6H12NO and charge +1.

```
! RIJCOSX wB97M-V def2-TZVPD def2/J DEFGRID3
* xyz 1 1
C -3.11559 0.35175 -1.22871
C -1.97144 0.51286 -0.27134
C -0.71499 0.60665 -0.66721
C 0.50756 0.83366 0.20519
C 1.11018 -0.50803 0.61123
N 2.13826 -0.40746 1.71214
C 1.83478 -1.19160 -0.54100
O 2.95301 -1.60388 -0.39377
H -4.01835 -0.00835 -0.74254
H -3.32486 1.30054 -1.71434
H -2.91765 -0.33345 -2.04761
H -2.23074 0.48530 0.77949
H -0.52752 0.66149 -1.73956
H 0.21693 1.39187 1.08992
H 1.21161 1.44752 -0.35446
H 0.31481 -1.14749 0.99268
H 2.98822 -0.88035 1.34068
H 2.42540 0.55986 1.87661
H 1.82945 -0.83212 2.58449
H 1.29092 -1.23875 -1.49188
*
```

Properties
SMILES = C/C=C/C[C@H]([NH3+])C=O

---

x) DFT (ωB97M-V/def2-TZVPD) results for an isolated ion of composition C6H12NO and charge +1.

```
! RIJCOSX wB97M-V def2-TZVPD def2/J DEFGRID3
* xyz 1 1
C 2.04911 0.32568 -0.09200
C 1.08843 1.18041 -0.67349
C 1.50086 -1.16010 0.23817
C -0.66926 0.12275 -0.02919
C -1.47258 -0.33940 -1.16865
C -1.35763 1.09955 1.02596
N 0.06022 -1.08978 0.64208
O 3.12617 0.54942 0.34952
H 1.33677 2.15229 -0.27736
H 0.99500 1.10448 -1.80494
H 1.66299 -1.82169 -0.62848
H 2.02835 -1.62931 1.12105
H -1.05719 -0.76704 -2.05669
H -2.05511 0.56563 -1.39199
H -2.15784 -0.97716 -0.76530
H -1.69450 1.99015 0.40161
H -0.63744 1.29737 1.83343
H -2.30475 0.46440 1.25183
H -0.35341 -1.96991 0.28439
H -0.08821 -1.09774 1.74007
*
```

---

So which one is most stable? That would be w), about 0.0862 hartree below the next structure.

---

w) DFT (ωB97M-V/def2-TZVPD) results for one molecule with the formula C3H4N2O.

```
! RIJCOSX wB97M-V def2-TZVPD def2/J DEFGRID3
* xyz 0 1
N 1.83659 1.24332 -0.67493
C 1.16455 0.39879 -0.25806
C 0.58551 -0.83108 0.38726
C -0.82131 -0.30460 0.60416
N -0.97215 0.67499 -0.51645
O -1.60347 -0.47952 1.49229
H 1.14315 -1.22953 1.25061
H 0.54947 -1.59759 -0.39653
H -0.94006 1.67907 -0.38119
H -0.94227 0.44615 -1.50715
*
```

Properties
SMILES = N#CCC(N)=O

---

x) DFT (ωB97M-V/def2-TZVPD) results for one molecule with the formula C3H4N2O.

```
! RIJCOSX wB97M-V def2-TZVPD def2/J DEFGRID3
* xyz 0 1
O 2.29749 0.12573 -0.88107
C 0.96234 -0.14426 -0.61254
N 0.92094 -1.43388 -0.44942
N -1.32550 -1.05872 0.12358
C -1.27422 0.22005 -0.08700
C -0.05830 0.77869 -0.51089
H 2.74384 0.20511 -0.02272
H -2.24450 -1.37291 0.46516
H -2.13835 0.87710 0.08274
H 0.10358 1.82194 -0.71011
*
```

---

y) DFT (ωB97M-V/def2-TZVPD) results for one molecule with the formula C3H4N2O.

```
! RIJCOSX wB97M-V def2-TZVPD def2/J DEFGRID3
* xyz 0 1
O 1.49492 1.41874 -0.44202
C 0.50749 0.52595 -0.18421
C -0.48939 0.19915 -1.11977
N -1.37335 -0.66290 -0.61514
N -0.95291 -0.87515 0.60692
C 0.21452 -0.23450 0.95418
H 1.95611 1.64293 0.37534
H -0.57399 0.51658 -2.14635
H -1.49094 -1.39413 1.28071
H 0.70753 -1.13669 1.29035
*
```

Properties
SMILES = Oc1cn[nH]c1

---

z) DFT (ωB97M-V/def2-TZVPD) results for a 2-piece molecular cluster, C3H4N2O overall.

```
! RIJCOSX wB97M-V def2-TZVPD def2/J DEFGRID3
* xyz 0 1
C 0.45231 -1.23131 0.96818
C -0.84000 -1.17016 1.18956
O -1.99223 -1.10523 1.37448
H 1.16602 -0.93026 1.72224
H 0.79204 -1.38721 -0.04724
N 1.95794 0.77182 -1.34776
C 0.82333 0.98239 -1.20616
N -0.49188 1.12835 -0.97507
H -0.73762 1.36061 -0.02393
H -1.06263 1.56896 -1.68057
*
```

Properties
SMILES = C=C=O.N#CN

---

So which one is most stable? That would be z), about 0.0028 hartree below the next structure.

---

w) DFT (ωB97M-V/def2-TZVPD) results for one molecule with the formula C3H4N2O.

```
! RIJCOSX wB97M-V def2-TZVPD def2/J DEFGRID3
* xyz 0 1
N 1.65924 -0.10134 0.24193
C 0.30825 -0.04760 0.03780
C -0.45115 0.98810 0.36659
N -1.77449 0.65038 0.14764
C -1.70842 -0.56144 -0.28575
O -0.44232 -1.07259 -0.38752
H 2.14792 -0.96036 0.04954
H 2.31213 0.54567 -0.19251
H 0.46378 1.77001 0.60177
H -2.51495 -1.21083 -0.57950
*
```

Properties
SMILES = Nc1cnco1

---

x) DFT (ωB97M-V/def2-TZVPD) results for one molecule with the formula C3H4N2O.

```
! RIJCOSX wB97M-V def2-TZVPD def2/J DEFGRID3
* xyz 0 1
O 1.13749 1.93887 -2.40414
C -1.83315 -0.32790 0.58970
N -0.63642 -0.79278 0.31796
C 0.56168 -0.07203 0.74881
C 1.08102 0.74132 -0.36432
N 1.07777 1.32602 -1.37023
H -2.53687 -1.01757 0.08127
H -0.43373 -1.59854 -0.27574
H 0.25783 0.57579 1.57450
H 1.32438 -0.77319 1.10219
*
```

---

y) DFT (ωB97M-V/def2-TZVPD) results for one molecule with the formula C3H4N2O.

```
! RIJCOSX wB97M-V def2-TZVPD def2/J DEFGRID3
* xyz 0 1
O -0.63932 1.91232 -1.03799
C -0.28443 0.77811 -0.43388
N 0.94625 0.62762 0.08524
C 1.01269 -0.58105 0.62762
C 0.07905 -1.40716 0.77904
N -1.10119 -0.23759 -0.31737
H 0.13954 2.48547 -0.98182
H 1.91674 -0.96467 1.16597
H -0.03438 -2.44611 0.78885
H -2.03497 -0.16694 -0.67566
*
```

---

So which one is most stable? That would be w), about 0.0296 hartree below the next structure.

---

w) DFT (ωB97M-V/def2-TZVPD) results for a 2-piece molecular cluster, C3H4N2O overall.

```
! RIJCOSX wB97M-V def2-TZVPD def2/J DEFGRID3
* xyz 0 1
C -2.43382 0.72813 -0.19606
C 1.09282 1.26739 -0.14726
C -2.58108 -0.70063 0.07153
N -2.45723 1.89980 -0.15828
N -1.55730 -1.42055 0.47289
O 1.33453 0.17033 0.22826
H 1.79735 2.05344 -0.41227
H -0.07563 1.59462 -0.44597
H -1.61450 -2.49230 0.52335
H -0.59005 -1.02506 0.56374
*
```

---

x) DFT (ωB97M-V/def2-TZVPD) results for one molecule with the formula C3H4N2O.

```
! RIJCOSX wB97M-V def2-TZVPD def2/J DEFGRID3
* xyz 0 1
O -1.91461 -0.75658 -0.71815
C -0.83295 -0.22424 -0.67751
C -0.50534 1.21323 -0.36018
N 0.48240 1.26211 0.44148
C 0.88667 -0.13528 0.64157
N 0.40767 -0.84478 -0.54682
H -1.08107 2.08388 -0.66232
H 0.27729 -0.49899 1.48377
H 1.94745 -0.24893 0.85227
H 0.33251 -1.85040 -0.45412
*
```

Properties
SMILES = O=C1C=NCN1

---

So which one is most stable? That would be x), about 0.1053 hartree below the next structure.

---

w) DFT (ωB97M-V/def2-TZVPD) results for one molecule with the formula C3H4N2O.

```
! RIJCOSX wB97M-V def2-TZVPD def2/J DEFGRID3
* xyz 0 1
O 2.08828 -0.28264 -0.00080
C 0.76510 -0.10285 -0.09683
C -0.19156 0.94206 -0.09074
C -1.49535 0.31199 -0.02075
N -1.41700 -1.00129 0.06010
N 0.00943 -1.21290 -0.12128
H 2.66777 0.63305 0.41444
H -0.20603 2.07999 -0.20523
H -2.44228 0.77738 0.16524
H 0.22164 -2.14478 -0.10414
*
```

Properties
SMILES = Oc1ccn[nH]1

---

x) DFT (ωB97M-V/def2-TZVPD) results for one molecule with the formula C3H4N2O.

```
! RIJCOSX wB97M-V def2-TZVPD def2/J DEFGRID3
* xyz 0 1
O -0.77514 1.06038 0.84592
C 0.69358 0.90881 0.00397
C 0.25679 0.17192 -1.19191
N -0.19558 -1.00810 -0.83932
N -0.21436 -1.30482 0.46424
C 0.26826 -0.13508 1.00469
H -0.47954 1.78518 1.41519
H 0.38518 0.42233 -2.23645
H -0.50166 -1.73794 -1.47340
H 0.56542 -0.17411 2.04698
*
```

---

y) DFT (ωB97M-V/def2-TZVPD) results for a 2-piece molecular cluster, C3H4N2O overall.

```
! RIJCOSX wB97M-V def2-TZVPD def2/J DEFGRID3
* xyz 0 1
N -2.06527 -0.56162 -0.09004
C -0.82955 -1.08508 0.06696
N 0.17940 -1.64793 0.12379
O 1.29286 -2.15619 0.20152
H -2.40400 -0.03002 0.70201
H -2.18826 -0.06240 -0.96099
C 1.84165 0.89061 0.04240
C 1.19108 1.89891 -0.06332
H 2.34848 -0.05159 0.13387
H 0.63361 2.80531 -0.15618
*
```

Properties
SMILES = NC#[N+][O-].C#C

---

So which one is most stable? That would be w), about 0.1171 hartree below the next structure.

---

w) DFT (ωB97M-V/def2-TZVPD) results for C3H4N2O as an isolated structure.

```
! RIJCOSX wB97M-V def2-TZVPD def2/J DEFGRID3
* xyz 0 1
C 0.78606 -0.10527 -1.41289
C 0.13379 0.04204 -0.10772
N -0.42289 -1.09645 0.24295
O -1.17080 -0.73901 1.33827
C -0.86830 0.52231 1.58814
N -0.01579 1.06360 0.77637
H 0.03929 -0.61462 -2.05636
H 1.39622 0.57653 -1.98625
H 1.52782 -0.64393 -0.76876
H -1.40541 0.99481 2.38623
*
```

---

x) DFT (ωB97M-V/def2-TZVPD) results for one molecule with the formula C3H4N2O.

```
! RIJCOSX wB97M-V def2-TZVPD def2/J DEFGRID3
* xyz 0 1
N -1.39372 0.68202 0.79737
C -0.24778 -0.00770 0.67185
C 0.64654 -0.90219 0.93301
N 0.95285 0.13838 -0.14351
C 0.75150 -0.17370 -1.49374
O -0.31770 -0.07438 -2.05441
H -1.62790 1.28860 0.02721
H -1.71302 0.95545 1.71302
H 1.26274 -1.49958 1.58031
H 1.68651 -0.40689 -2.03111
*
```

Properties
SMILES = NC1=CN1C=O

---

y) DFT (ωB97M-V/def2-TZVPD) results for a 2-piece molecular cluster, C3H4N2O overall.

```
! RIJCOSX wB97M-V def2-TZVPD def2/J DEFGRID3
* xyz 0 1
N -0.39420 -2.82108 -0.10564
C -0.28557 -1.76568 -0.54113
C -0.06270 -0.43825 -1.08801
O 0.72085 -0.15480 -1.96902
H -0.99348 0.21777 -0.85572
C -0.18460 1.13496 0.97184
N 0.69321 0.26556 0.62253
H 0.06569 2.14048 1.32077
H -1.17517 0.80643 1.27475
H 1.61598 0.61460 0.36963
*
```

Properties
SMILES = N#CC=O.C=N

---

So which one is most stable? That would be w), about 0.0218 hartree below the next structure.

---

w) DFT (ωB97M-V/def2-TZVPD) results for one molecule with the formula C3H4N2O.

```
! RIJCOSX wB97M-V def2-TZVPD def2/J DEFGRID3
* xyz 0 1
O -1.63721 -0.36179 1.28176
C -0.50736 -0.08236 0.58427
C 0.96227 -0.21655 0.72283
N 1.57665 -0.10584 -0.47550
N 0.58953 0.32742 -1.28942
C -0.58970 0.39618 -0.76496
H -2.44338 -0.18905 0.96797
H 1.42149 -0.61986 1.59345
H 0.92126 0.40549 -2.29433
H -1.15627 1.16308 -1.41954
*
```

Properties
SMILES = Oc1cn[nH]c1

---

x) DFT (ωB97M-V/def2-TZVPD) results for one molecule with the formula C3H4N2O.

```
! RIJCOSX wB97M-V def2-TZVPD def2/J DEFGRID3
* xyz 0 1
C -0.64413 -1.71176 -0.46977
C -0.39551 -0.45807 -0.25112
C 0.27327 0.71127 0.03778
N 1.07389 1.02047 1.11717
N -0.02686 1.62111 -0.91872
O -0.91852 1.12789 -1.68241
H -1.65780 -2.07543 -0.58356
H 0.15108 -2.44362 -0.56428
H 1.23962 0.28325 1.78298
H 0.90496 1.92490 1.53192
*
```

Properties
SMILES = C=C=C(N)N=O

---

So which one is most stable? That would be w), about 0.0929 hartree below the next structure.